(one)
Entry from the Open Molecules 2025 dataset: 3 unconnected molecules or ions with the total composition C3H11NOS (wB97M-V/def2-TZVPD).

```
! wB97M-V def2-TZVPD RIJCOSX def2/J DEFGRID3
* xyz 0 1
S 2.0740 -1.3026 0.2113
O -1.8965 0.9939 -1.4676
N -0.7692 -0.5806 1.6873
C -1.6055 -0.2820 0.4955
C 2.4824 0.3695 -0.2755
C -0.9000 0.5777 -0.5297
H 2.1231 0.5946 -1.2781
H -0.0977 0.0441 -1.0248
H 0.3618 -1.8162 -0.2401
H -0.4297 1.4632 -0.0807
H -1.4764 1.4584 -2.1945
H -1.2841 -1.2037 2.2935
H 3.5672 0.4719 -0.2504
H -1.8983 -1.2096 -0.0176
H -2.4808 0.2712 0.8199
H 0.1491 -0.9927 1.4625
H 2.0807 1.1429 0.3890
*
```

HOMO energy in eV: -9.02


(two)
Entry from the Open Molecules 2025 dataset: 2 unconnected molecules or ions with the total composition C3H11NOS (wB97M-V/def2-TZVPD).

```
! wB97M-V def2-TZVPD RIJCOSX def2/J DEFGRID3
* xyz 0 1
S -2.9753 0.7229 0.4097
O -0.5082 -2.3465 -0.1345
N 0.9062 0.1208 -0.4558
C -0.2133 0.8535 0.1735
C -1.4697 0.7386 -0.6590
C 2.1428 0.2607 0.2630
H 0.1744 -1.6787 0.0263
H 2.5065 1.2691 0.5128
H 2.9890 -0.2462 -0.1960
H -2.9458 -0.5737 0.6257
H -0.3631 -2.9898 0.5823
H 2.0366 -0.2430 1.2344
H 1.0181 0.4563 -1.4013
H -1.5207 1.5794 -1.3453
H -0.3165 0.3875 1.1557
H 0.0445 1.8931 0.3997
H -1.5056 -0.2041 -1.1913
*
```

SMILES: CNCCS.O
HOMO energy in eV: -8.98


(three)
Entry from the Open Molecules 2025 dataset: 2 unconnected molecules or ions with the total composition C3H11NOS (wB97M-V/def2-TZVPD).

```
! wB97M-V def2-TZVPD RIJCOSX def2/J DEFGRID3
* xyz 0 1
S 2.4133 -1.0197 0.8317
O -2.4794 -0.6016 -1.8922
N -1.0855 1.0971 -0.3175
C 0.3588 0.7509 -0.3526
C 0.7676 -0.6554 0.3387
C -1.8089 1.3147 0.9774
H -1.8257 0.0188 -1.5948
H 3.1511 -0.8098 -0.3921
H -1.4417 2.1532 1.4685
H 0.5593 -1.5986 -0.4071
H -3.1886 -0.1032 -2.2504
H -1.5644 0.4456 1.7099
H 0.6770 0.7617 -1.4228
H 0.0653 -0.6259 1.2065
H 0.8976 1.4947 0.2564
H -2.9770 1.5580 0.7343
H -1.4375 1.6935 -1.0362
*
```

SMILES: CNCCS.O
HOMO energy in eV: -8.83


Looking at the structures above, which would you pick as the most stable? I would pick (two).